DFT (wB97M-V/def2-TZVPD) results for the ion C6H6Cl2IN2S with charge +1 at a distorted geometry.

The geometry in XYZ format:
```
18
Properties=species:S:1:pos:R:3:mulliken_charge:R:1
C 2.22 -1.00 0.71 0.40
C 0.96 -1.30 -1.20 0.44
C -2.03 -0.05 0.28 -0.40
H -0.13 0.14 -2.02 0.30
N 1.96 -1.55 -0.40 -0.25
H -1.46 1.58 -1.04 0.53
Cl 3.65 -0.76 1.45 -0.01
H -2.08 -0.72 -0.63 0.24
Cl 0.47 -2.56 -2.34 -0.06
H -3.10 -0.10 0.70 0.42
S -0.99 -0.83 1.61 -0.05
I 1.68 2.41 -0.14 0.23
C 0.24 0.81 -0.01 -0.28
H 0.74 0.64 2.25 0.48
N 0.45 -0.09 -1.16 0.02
C 0.42 0.13 1.34 -0.40
C -1.31 1.22 -0.10 -0.91
H -1.67 2.04 0.70 0.28
```

As for the LUMO energy: -5.14 eV. The relative energy (zero: lowest compared OMol25 entry of this formula, charge and spin) is 283.8 kJ/mol. The charge is +1. The HOMO energy is -12.6 eV. Its spin multiplicity is 1. For the total energy, the calculation gives -53270.017 eV.



DFT (wB97M-V/def2-TZVPD) results for an isolated molecule of C2Cl2F2 at a distorted geometry.

The geometry in XYZ format:
```
6
Properties=species:S:1:pos:R:3:mulliken_charge:R:1
C -0.74 -0.19 -0.12 0.26
F 0.96 -1.26 -1.37 -0.19
F -1.70 -0.96 -0.72 -0.21
Cl -1.41 1.01 0.93 -0.10
Cl 1.87 0.36 0.41 -0.15
C 0.53 -0.37 -0.52 0.39
```

As for the LUMO energy: 0.61 eV. The relative energy (zero: lowest compared OMol25 entry of this formula, charge and spin) is 34.2 kJ/mol. The SMILES is F/C(Cl)=C(\F)Cl. The HOMO energy is -9.9 eV. Its spin multiplicity is 1. For the total energy, the calculation gives -32552.331 eV.



DFT (wB97M-V/def2-TZVPD) results for a structure of composition C20H23N8O3RhSSe2.

The geometry in XYZ format:
```
58
Properties=species:S:1:pos:R:3:mulliken_spin:R:1
H 0.27 -5.80 -2.39 0.00
C 2.34 0.25 -2.52 0.00
Se -2.74 2.82 -2.67 0.77
N 4.64 -5.22 -0.19 0.00
Se 1.29 1.46 -1.43 0.12
H -1.80 -4.42 -2.64 0.00
H -3.07 4.41 -0.77 0.01
H 0.67 2.34 -3.67 0.01
C -3.41 4.40 -1.80 -0.02
C 1.28 -4.29 -1.25 0.00
H 3.11 -0.18 -1.88 0.00
C -1.28 -0.44 4.16 0.00
C -0.87 -0.57 2.71 -0.01
C -0.70 1.44 5.82 0.00
C 3.58 -4.43 -0.29 0.00
C -0.97 -2.78 -1.54 0.01
N -0.07 0.48 2.37 0.06
H -1.23 0.78 6.50 0.00
C 4.23 -1.24 1.56 0.00
O -1.17 -1.44 1.91 0.07
N -1.95 0.83 -0.42 0.11
C 4.46 -2.50 1.04 0.00
N 0.74 2.39 3.47 0.00
H 2.77 0.35 1.72 0.00
H 0.76 2.99 4.29 0.00
C 2.26 -2.42 0.08 -0.01
H 1.70 -0.54 -2.93 0.00
N 2.04 -1.20 0.60 0.12
H -3.05 5.28 -2.34 0.02
C 0.05 2.02 -2.84 0.02
H 5.39 -3.02 1.21 0.00
C 0.20 -4.81 -1.96 0.00
H 1.15 2.73 2.62 0.00
H -4.50 4.36 -1.84 0.00
H -1.25 2.38 5.76 0.00
N 2.80 -6.22 -1.48 0.00
C -0.85 3.17 -2.36 -0.01
C 3.45 -3.11 0.29 0.00
H 4.97 -0.73 2.15 0.00
C 3.00 -0.63 1.32 -0.01
H -0.76 3.37 -1.30 0.01
C -0.94 -4.05 -2.11 0.00
H -1.84 -2.14 -1.63 0.00
O -2.48 1.91 -0.23 0.14
C 2.52 -5.01 -1.03 0.00
H 0.30 1.62 6.23 0.00
H 2.82 0.81 -3.32 0.00
Rh 0.00 -0.30 0.13 2.39
C 0.04 1.26 3.46 0.00
O -2.05 0.30 -1.54 0.08
S 4.29 -6.58 -0.98 0.00
H -0.94 -1.29 4.75 0.00
H -0.63 4.09 -2.89 0.00
N 0.05 -2.27 -0.86 0.12
N -0.61 0.80 4.52 0.00
H -0.51 1.14 -3.15 0.00
H -2.37 -0.37 4.25 0.00
C 1.17 -3.01 -0.70 0.00
```

As for the LUMO energy (alpha / beta): -5.45 / -7.54 eV. The relative energy (zero: lowest compared OMol25 entry of this formula, charge and spin) is 0.0 kJ/mol. The charge is +2. The HOMO energy (alpha / beta) is -13.5 / -13.9 eV. Its spin multiplicity is 5. For the total energy, the calculation gives -183696.835 eV.



DFT (wB97M-V/def2-TZVPD) results for an isolated molecule of C3H5N3.

The geometry in XYZ format:
```
11
Properties=species:S:1:pos:R:3:mulliken_charge:R:1
C 0.60 0.06 -0.41 0.46
N -0.08 -1.15 0.08 -0.53
N -1.44 0.62 0.07 -0.02
H 2.43 -0.64 0.06 0.25
C -0.33 1.25 -0.33 -0.56
H 0.56 0.01 -1.52 0.23
H 1.98 0.66 0.89 0.25
C -1.26 -0.76 0.32 -0.12
H -2.32 1.10 0.19 0.19
N 1.94 0.25 -0.01 -0.55
H -2.08 -1.38 0.67 0.39
```

As for the LUMO energy: 0.65 eV. The relative energy (zero: lowest compared OMol25 entry of this formula, charge and spin) is 234.6 kJ/mol. The HOMO energy is -9.0 eV. Its spin multiplicity is 1. For the total energy, the calculation gives -7660.025 eV.



DFT (wB97M-V/def2-TZVPD) results for a cluster of 3 separate species, C34H79BN5O5P2S2 in total at a distorted geometry.

The geometry in XYZ format:
```
128
Properties=species:S:1:pos:R:3:mulliken_charge:R:1
H 1.76 4.05 -1.44 -0.39
C 0.39 5.44 -0.12 -0.20
N -1.96 -1.58 -1.52 0.63
H -5.20 -0.99 -0.06 0.29
H 2.73 3.69 -3.39 0.18
C -6.05 2.34 5.34 -0.68
H -7.17 2.62 7.17 0.39
H 2.66 -2.85 0.68 0.28
C 2.19 0.95 -2.95 1.59
C 3.46 -1.22 2.10 -0.52
H 3.62 0.08 5.54 0.29
H -0.01 -4.18 -5.26 -0.13
H 1.46 -2.38 2.07 0.48
H -6.92 2.35 4.67 0.34
H -6.32 -0.83 5.77 0.28
H 0.57 2.09 2.39 0.32
H 5.74 0.72 3.45 0.14
H -3.50 1.27 -1.77 0.12
N 0.61 -1.69 -2.14 0.24
H 2.75 0.67 3.36 0.06
P 1.15 0.89 0.60 0.05
H 2.50 -2.34 -1.44 0.45
H -0.84 -6.19 -1.72 0.29
C 4.52 4.86 1.94 -0.63
C 2.08 2.52 -5.23 -0.53
H -4.06 0.29 0.72 0.13
H -2.41 1.74 3.67 0.29
H 0.95 2.16 -5.35 0.22
H 0.61 -7.08 -5.97 0.47
H 1.77 -0.91 3.67 0.17
C -3.69 1.72 5.44 -0.50
H 2.26 1.88 -2.24 -0.97
C 1.26 5.13 -1.50 0.19
C 5.94 0.11 4.45 -0.50
H 1.51 -5.73 -2.11 0.34
C -0.58 -5.38 -2.41 -0.10
H -5.67 1.72 7.41 0.27
H -0.67 5.92 -0.37 0.42
H 2.74 6.68 2.52 0.34
C 1.50 -0.93 0.17 1.32
C -2.48 1.23 4.64 -1.27
N 1.07 -6.51 -4.01 0.12
C 0.27 -6.35 -5.23 -0.33
H 0.31 6.96 1.59 0.32
H 2.54 2.66 -6.30 0.34
H -1.56 1.45 5.20 0.49
H 0.41 2.39 -0.97 0.07
O 3.47 5.34 1.00 -0.30
C 3.73 -0.86 4.82 -0.57
H 2.56 4.75 -5.02 0.40
H 3.25 -1.78 5.41 0.28
H 4.00 -0.41 1.44 0.24
H 4.26 -2.08 2.29 0.41
H 1.93 4.96 2.54 0.12
C -0.60 -1.59 -1.24 -0.82
C 2.88 -0.52 3.46 -0.03
H 2.08 5.98 -1.65 0.45
S -1.90 0.12 -4.00 -0.24
H -2.51 0.15 4.47 0.24
S 2.72 2.05 0.62 -0.08
H 1.02 0.75 -3.10 -0.25
H 0.04 -9.67 -3.03 0.40
C 0.84 -5.53 -2.95 -0.81
H -4.56 0.00 3.44 -0.27
N 0.07 -1.51 0.15 -0.45
H -6.24 0.33 3.64 0.44
H 1.89 -7.98 -2.74 0.34
P -2.37 -1.67 -3.29 0.06
H -5.36 1.24 -1.28 0.36
H 4.08 4.34 2.90 0.27
O 5.15 -1.13 4.55 -0.34
H 3.65 -0.90 -2.90 0.42
C 2.22 -1.92 1.28 -1.23
H 0.16 4.38 0.38 -0.09
H -0.66 -4.45 -1.84 -0.27
C 2.96 -0.29 -2.16 -1.02
H -3.51 2.78 5.67 0.45
H -4.55 -0.87 5.91 0.25
C -5.30 0.28 4.20 -0.10
H -0.95 -8.45 -3.84 0.27
H 2.75 0.28 -5.06 0.34
H 5.21 4.05 1.40 0.17
H -7.08 0.94 6.66 0.22
O 0.37 1.11 2.18 -0.25
H 1.16 -4.55 -3.32 0.26
O 0.02 1.53 -0.57 -0.28
O -2.90 -2.57 0.66 -0.57
H -0.18 3.29 -3.85 -0.02
H 0.05 4.78 -4.98 0.32
C -4.19 -0.41 -0.24 -0.21
C -6.51 1.87 6.72 -0.95
H -0.86 4.98 -2.33 0.29
C 0.49 4.24 -4.01 -0.28
C 1.89 -1.31 -1.41 -0.58
H -1.43 -2.63 -3.85 -0.13
C 1.14 6.49 0.89 -0.85
C 0.22 5.26 -2.76 -0.98
C 1.16 -7.90 -3.56 -0.67
H -3.76 -2.01 -3.52 0.29
C 2.32 5.83 1.82 -0.15
H -0.79 -6.55 -5.05 0.25
H 0.12 6.41 -3.08 0.29
C 0.42 -4.97 -5.88 -0.98
H -3.72 1.19 6.39 0.28
H -0.11 -4.96 -6.84 0.45
B -2.99 -1.52 -0.41 0.27
H 1.47 -4.73 -6.07 0.32
H 5.85 0.79 5.42 0.27
H -3.10 -2.05 1.51 0.33
H 1.59 -8.50 -4.37 0.41
H -4.73 -0.09 -2.47 0.23
C 2.07 3.92 -4.33 -0.38
H -0.47 -8.24 -2.14 0.22
C -0.14 -8.59 -3.12 -0.94
H 0.52 -1.41 -3.14 0.40
H 4.03 1.49 -4.37 0.25
H 3.69 0.13 -1.32 0.22
H -5.38 -1.82 4.67 0.40
C -4.41 0.57 -1.53 -0.86
N -4.95 1.61 4.71 0.12
H -1.33 -5.35 -3.20 0.18
H -5.76 3.39 5.43 0.40
H 7.09 -0.22 4.41 0.23
C 2.85 1.29 -4.43 -0.88
H 0.13 -2.54 0.34 0.33
C -5.39 -0.86 5.21 -1.09
H 5.24 5.73 2.26 0.29
H 1.59 7.38 0.26 0.30
```

As for the LUMO energy: -3.89 eV. The charge is +1. The HOMO energy is -9.9 eV. Its spin multiplicity is 1. For the total energy, the calculation gives -95136.303 eV.



DFT (wB97M-V/def2-TZVPD) results for a structure of composition C3H3GaO4 at a distorted geometry.

The geometry in XYZ format:
```
11
Properties=species:S:1:pos:R:3:mulliken_charge:R:1
O 0.27 -1.35 0.32 -0.29
H -1.69 -1.90 0.83 0.34
H -1.29 -1.94 -0.92 0.32
H -0.60 -3.17 0.18 0.25
O 1.24 0.48 0.90 -0.52
C 0.18 -0.06 0.59 0.74
C -0.91 -2.13 0.09 -0.71
C -0.90 0.73 -0.18 0.60
O -0.53 1.08 -1.32 -0.66
Ga 2.65 0.62 -0.75 0.57
O -1.85 1.10 0.52 -0.63
```

As for the LUMO energy: -1.02 eV. The HOMO energy is -8.9 eV. Its spin multiplicity is 1. For the total energy, the calculation gives -63724.286 eV.



DFT (wB97M-V/def2-TZVPD) results for an isolated molecule of C3H6N2O2.

The geometry in XYZ format:
```
13
Properties=species:S:1:pos:R:3:mulliken_charge:R:1
O -1.19 -0.90 -0.26 -0.21
H -0.13 1.19 -1.39 0.19
H 1.24 -1.32 0.04 0.24
H 2.35 -0.50 1.09 0.23
N -0.28 0.34 -1.93 -0.16
H -1.31 1.08 0.47 0.34
H -1.54 -0.24 1.61 0.31
N 1.40 -0.67 0.80 -0.34
H 0.01 0.40 -2.90 0.26
C -0.84 -0.81 -1.56 -0.32
C 0.49 0.23 1.24 0.50
C -0.95 0.08 0.75 -0.42
O 0.73 1.12 2.04 -0.62
```

As for the LUMO energy: 0.75 eV. The relative energy (zero: lowest compared OMol25 entry of this formula, charge and spin) is 253.1 kJ/mol. The HOMO energy is -8.9 eV. Its spin multiplicity is 1. For the total energy, the calculation gives -10282.174 eV.



DFT (wB97M-V/def2-TZVPD) results for a structure of composition C30H33N4O4RuS at a distorted geometry.

The geometry in XYZ format:
```
73
Properties=species:S:1:pos:R:3:mulliken_spin:R:1
H 0.34 2.91 0.34 -0.02
N 1.64 -1.66 1.42 -0.01
H 1.70 -2.71 8.06 0.00
H -3.72 2.46 -1.73 0.00
C 2.11 1.54 -3.66 -0.02
H 1.99 -3.12 -0.05 0.00
H 4.06 -1.28 4.07 0.00
C -4.10 1.68 1.77 -0.01
H 3.48 -2.44 -5.69 0.00
C 0.63 -0.66 5.73 0.00
C -0.47 -2.77 -3.21 -0.01
C 0.87 -0.64 -3.48 -0.09
H 2.00 1.70 -2.59 0.02
H -5.01 1.18 2.10 0.00
H -4.57 0.27 -0.96 0.00
C 2.88 -0.58 -4.79 -0.01
C -3.44 1.19 0.64 0.01
C 3.09 -1.11 4.54 0.00
C -1.56 0.54 -4.55 0.01
C 0.82 -0.29 4.41 0.00
C 1.65 -1.26 6.47 0.00
H 1.35 2.15 -4.16 0.00
C -2.27 1.84 0.21 -0.14
H -0.63 -2.57 -2.15 0.00
H -3.07 2.68 -3.36 0.01
H -2.03 4.20 2.63 0.00
Ru 0.32 0.32 -0.45 3.30
H -3.14 -0.63 -0.46 -0.01
O 2.49 -0.10 -0.56 0.11
C -3.26 1.95 -2.58 0.01
C 0.42 -1.36 0.92 -0.03
N -1.55 1.34 -0.90 0.38
H 1.57 -3.70 -4.76 0.00
H 3.09 1.90 -3.97 0.00
H -1.39 -2.47 -3.72 0.00
H 3.69 -1.94 6.43 0.00
O 3.67 -1.73 -1.60 0.02
H 0.39 -1.54 8.20 0.00
C 2.06 -0.53 3.83 0.00
C 2.88 -1.48 5.86 0.00
C -1.75 2.92 0.94 0.02
C -1.18 0.59 -3.09 0.30
C -0.48 3.60 0.50 0.06
C 1.43 -1.67 7.90 0.00
H -0.33 -0.48 6.20 0.00
H 3.72 -0.03 -5.18 0.00
S 2.35 -0.16 2.11 0.01
H 2.05 -1.07 8.58 0.00
N -0.58 -1.77 0.18 0.17
N -0.07 0.01 -2.64 0.38
C 1.95 0.08 -3.99 0.04
H -4.59 -0.62 0.56 0.00
O -0.72 -0.89 1.51 0.04
H -4.13 3.12 3.35 0.00
H -3.99 1.23 -2.98 0.01
H 3.41 -2.67 0.90 0.00
H -1.63 1.54 -4.97 0.00
H -0.62 4.14 -0.44 0.00
C 1.67 -2.64 -4.55 -0.01
C -2.43 3.37 2.06 -0.02
C 2.95 -1.31 -0.73 0.00
H 0.04 0.19 3.84 0.00
H -0.14 4.31 1.26 0.00
C 2.74 -1.93 -5.07 0.01
C -3.96 -0.01 -0.10 0.01
C 0.72 -2.01 -3.75 0.04
C 2.52 -2.28 0.40 0.00
H -2.54 0.07 -4.67 0.00
O 1.36 0.91 1.78 0.04
H -0.83 -0.03 -5.12 0.01
H -0.33 -3.84 -3.35 0.00
C -3.60 2.76 2.48 0.03
C -1.99 1.27 -2.16 0.31
```

As for the LUMO energy (alpha / beta): -0.07 / -0.97 eV. The HOMO energy (alpha / beta) is -6.2 / -8.3 eV. Its spin multiplicity is 6. For the total energy, the calculation gives -59207.828 eV.



DFT (wB97M-V/def2-TZVPD) results for a structure of composition C9H21O13S3V at a distorted geometry.

The geometry in XYZ format:
```
47
Properties=species:S:1:pos:R:3:mulliken_spin:R:1
O -2.85 -0.35 -0.12 0.10
O 0.77 1.90 0.69 0.01
C -1.39 2.37 -3.95 0.00
O -3.39 4.26 1.07 0.00
O -2.03 2.59 0.80 0.00
H 4.16 0.52 0.24 0.00
H 2.57 0.52 2.60 0.00
S 2.14 -3.26 -0.80 0.00
O -1.05 -1.26 4.36 0.03
H -1.96 1.45 -4.06 0.00
C -2.94 3.09 1.50 0.00
H 2.05 1.88 -3.84 0.00
H 2.79 0.77 -0.86 0.00
O -2.47 0.20 4.06 0.22
O -3.50 2.62 2.44 0.01
H 2.16 1.94 3.36 0.00
H -2.02 3.22 -3.71 0.00
H 2.68 -0.30 0.68 0.00
O -0.84 1.24 -1.62 0.00
C 3.08 0.58 0.18 0.00
H -1.01 2.63 -4.94 0.00
S -0.21 2.26 -2.58 0.00
C 2.00 -4.06 0.88 0.00
C 2.20 -4.71 -2.02 0.00
H -4.68 -0.28 -1.32 0.00
H -1.89 -0.97 4.72 0.00
C 1.21 1.32 -3.42 0.00
H 0.84 0.64 -4.18 0.00
H 3.78 1.70 2.67 0.00
C 2.71 1.59 2.48 0.00
H 2.94 -4.55 1.14 0.00
O -0.10 -0.62 0.35 -0.29
C -3.95 -0.28 0.39 -0.04
C -1.46 -0.25 3.68 -0.02
H 1.67 0.61 -2.73 0.00
O 0.88 -2.51 -1.11 0.00
S 2.28 2.13 0.85 0.00
V -1.08 0.63 0.50 1.26
H 3.13 -5.14 -1.66 0.00
O -4.98 -0.42 -0.43 0.00
H 1.23 -4.83 0.89 0.00
H 2.29 -4.28 -3.02 0.00
H 1.69 -3.41 1.69 0.00
H -3.88 4.28 1.90 0.00
O -0.83 0.18 2.69 0.10
H 1.32 -5.35 -2.11 0.00
O -4.06 -0.30 1.66 0.62
```

As for the LUMO energy (alpha / beta): 0.01 / -3.84 eV. The HOMO energy (alpha / beta) is -8.4 / -8.1 eV. Its spin multiplicity is 3. For the total energy, the calculation gives -94478.637 eV.